C27H51N2O2P3Ti | ωB97M-V with the def2-TZVPD basis set

```
! RIJCOSX wB97M-V def2-TZVPD def2/J DEFGRID3
* xyz 4 1
Ti -1.1003 -0.6589 -0.3189
P -0.0967 -1.0200 -2.5688
P -2.3343 1.3043 -1.5659
P 0.7233 -1.7992 1.0701
H -4.0319 -0.6958 -0.6063
C -3.4600 -1.3479 0.0681
C -2.9529 -0.6684 1.2123
H -3.3701 0.3158 1.3795
C -1.0551 -1.7719 -3.9140
C 0.7363 0.3925 -3.4366
C 1.2231 -2.3124 -2.4054
C -3.6967 2.1711 -0.6807
C -1.3636 2.8051 -1.9988
C -3.1247 0.9440 -3.1840
C 0.2100 -1.5970 2.8271
C 2.5090 -1.3620 1.0689
C 0.8299 -3.5940 1.0123
H -3.9419 -2.3525 0.1286
H -2.5660 -1.1991 2.0758
H -0.8107 -2.8472 -3.9645
H -0.8445 -1.2742 -4.8632
H -2.1281 -1.6755 -3.6869
H 1.5780 0.0046 -4.0257
H 1.0934 1.1142 -2.7037
H 0.0216 0.9036 -4.0910
H 1.5980 -2.5506 -3.4204
H 0.7682 -3.2144 -1.9649
H 2.0444 -1.9798 -1.7424
H -4.1545 2.8929 -1.3732
H -3.3042 2.7198 0.1855
H -4.4618 1.4650 -0.3385
H -2.0750 3.5966 -2.2861
H -0.6866 2.5988 -2.8366
H -0.7815 3.1475 -1.1323
H -3.9100 1.6955 -3.3610
H -3.5825 -0.0556 -3.1638
H -2.3823 0.9890 -3.9993
H 0.9166 -2.1853 3.4388
H -0.8117 -1.9935 2.9586
H 0.2335 -0.5355 3.1200
H 3.0282 -1.9267 1.8612
H 2.6668 -0.2892 1.2312
H 2.9509 -1.6090 0.0907
H 1.5497 -3.9155 1.7651
H 1.2001 -3.9306 0.0385
H -0.1668 -4.0170 1.1758
C -2.1982 -3.9387 -1.0259
C -2.5749 -4.3107 -2.3408
C -3.2752 -5.5035 -2.5885
C -3.5918 -6.3401 -1.5160
C -3.2919 -5.9501 -0.2065
C -2.6454 -4.7297 0.0548
O -1.4716 -2.7380 -0.7472
H -2.3160 -1.9235 -0.5147
H -2.3590 -3.5800 -3.1203
H -3.5842 -5.7105 -3.6203
H -4.1187 -7.2524 -1.7620
H -3.5830 -6.5896 0.6197
H -2.5160 -4.3711 1.0865
C 5.9908 2.9138 2.5239
C 5.0822 3.8399 1.7390
N 3.6362 3.5944 1.9771
C 3.2046 3.7526 3.3706
C 3.5810 5.1677 3.8654
C 3.0579 2.6196 1.1977
O 3.7193 1.7861 0.5533
C 1.5637 2.6059 1.1060
C 0.7006 3.6024 1.6036
C -0.6311 3.2269 1.8276
C -1.0637 1.9456 1.4754
N -0.2977 1.1147 0.7260
C 0.9856 1.4852 0.4977
H 5.8202 2.9440 3.6122
H 7.0259 3.2342 2.3347
H 5.8516 1.8823 2.1586
H 5.2236 4.8887 2.0377
H 5.2304 3.7103 0.6611
H 2.1119 3.6052 3.4550
H 3.7104 2.9840 4.0122
H 3.2675 5.9181 3.1141
H 3.0388 5.3579 4.8063
H 4.6627 5.2599 4.0631
H 1.1400 4.5600 1.8760
H -1.3396 3.8674 2.3540
H -2.0266 1.5692 1.7669
H 1.5931 0.8206 -0.1091
*
```

Computed properties:
Energy = -86839.8702 eV
Frontier orbital gap (spin up / spin down) = 2.4 / 2.4 eV
F_max = 2.89 eV/A
LUMO energy (spin up / spin down) = -15.63 / -15.63 eV

***

C27H51NO2Si2Tb | ωB97M-V with the def2-TZVPD basis set

```
! RIJCOSX wB97M-V def2-TZVPD def2/J DEFGRID3
* xyz 1 7
O 0.9252 2.7307 1.3297
O 1.9559 3.2069 -0.6221
C -0.4954 3.0380 1.0932
C -1.3678 2.6352 2.2385
H -0.7917 2.4912 0.1427
H -0.5286 4.1106 0.8847
H -1.5808 1.5829 2.2446
H -2.3206 3.1677 2.1049
H -0.9708 2.9353 3.2148
C 1.3676 1.8165 2.3421
C 2.3212 2.6522 3.1379
H 1.8237 0.9507 1.8446
H 0.5028 1.4868 2.9302
H 3.0437 3.1473 2.4750
H 2.8697 2.0689 3.8932
H 1.7421 3.4318 3.6298
C 2.8521 2.1468 -1.1214
C 1.9658 4.4453 -1.4897
C 3.7444 1.6006 -0.0530
H 3.4882 2.6629 -1.8838
H 2.2515 1.3732 -1.6191
H 4.0544 2.3148 0.7325
H 4.6388 1.3490 -0.6246
H 3.3324 0.7068 0.4069
C 2.8973 5.4521 -0.8720
H 0.9201 4.7747 -1.5969
H 2.3288 4.1180 -2.4759
H 2.8798 5.4271 0.2320
H 2.6238 6.4548 -1.2239
H 3.9244 5.2517 -1.2207
H 1.6363 3.2334 0.4714
Tb -0.6875 -1.7702 -0.3074
C -0.0110 -0.4998 -2.0035
Si -0.5739 0.4544 -3.4645
H 1.0956 -0.3924 -2.0259
H -0.3011 0.2704 -1.1830
C -1.4812 2.0419 -2.9923
C -1.5672 -0.6902 -4.5414
C 1.0263 1.1671 -4.1963
C -2.9389 -1.2046 -0.7606
Si -3.4880 -2.9805 -0.9144
H -3.0320 -0.6484 -1.6979
H -3.5817 -0.6967 -0.0112
C -4.0615 -3.3354 -2.6658
C -4.8407 -3.3323 0.3381
C -2.0793 -4.1763 -0.5075
H 1.0156 1.3163 -5.2908
H 1.8608 0.4991 -3.9675
H 1.2852 2.1290 -3.7350
H -2.3463 1.8637 -2.3323
H -1.8346 2.5958 -3.8649
H -0.8075 2.7188 -2.4253
H -2.2963 -1.2523 -3.9316
H -0.8950 -1.4457 -4.9730
H -2.1127 -0.1986 -5.3605
H -5.5743 -2.5158 0.3333
H -4.4171 -3.4049 1.3524
H -5.3557 -4.2758 0.1135
H -1.9825 -4.4158 0.5556
H -1.0926 -3.9381 -0.9697
H -2.3836 -5.1058 -1.0382
H -4.9118 -4.0264 -2.6729
H -3.2686 -3.7819 -3.2724
H -4.3814 -2.4109 -3.1615
C -2.5658 -1.9256 3.7944
C -1.6891 -2.8110 4.4637
C -0.4208 -3.0500 3.9228
C -0.0465 -2.4353 2.7226
N -0.9558 -1.6643 2.0463
C -2.1527 -1.3640 2.5973
C 1.3059 -2.6272 2.1168
C 2.3926 -3.1506 2.8742
C 3.6642 -3.2437 2.2891
C 3.8533 -2.8350 0.9552
C 2.7521 -2.3629 0.1775
C 1.4982 -2.3007 0.7767
H -3.5736 -1.7198 4.1544
H -2.0167 -3.3303 5.3408
H 0.2686 -3.7932 4.3398
H -2.7824 -0.6500 2.0360
H 2.2173 -3.4814 3.9071
H 4.5010 -3.6200 2.8633
H 4.8387 -2.8679 0.5056
H 2.8976 -2.0887 -0.8546
*
```

Computed properties:
⟨S²⟩ = 12.715
Energy above the lowest of the compared OMol25 structures with the same formula, charge and spin = 60.8 kJ/mol
Energy = -72592.6248 eV
Frontier orbital gap (spin up / spin down) = 7.1 / 7.1 eV
F_max = 2.77 eV/A
LUMO energy (spin up / spin down) = -2.40 / -2.38 eV

***

C27H52BrFN7O3 | ωB97M-V with the def2-TZVPD basis set

```
! RIJCOSX wB97M-V def2-TZVPD def2/J DEFGRID3
* xyz 1 1
C 0.6865 -1.0545 5.6350
C 1.8630 -0.7470 4.7143
C 2.3725 0.6740 4.8865
C 1.7298 1.6959 3.9791
C 2.2415 1.6411 2.5653
Br 2.3779 3.6487 2.0937
C 3.5975 1.1419 2.2770
N 3.5313 1.3014 0.7836
C 2.3342 0.7944 0.5205
N 2.1203 0.0545 -0.5371
C 3.1571 -0.2777 -1.5105
F 2.5573 -0.6655 -2.6471
C 4.1338 -1.3184 -1.0130
C 4.6143 -2.2136 -2.1104
N 1.4327 1.1433 1.4343
C 0.3780 0.1467 1.7253
C -0.7932 0.1790 0.7328
C -2.0586 -0.0008 1.5266
C -3.3283 0.0147 0.6714
N -4.1880 -1.0761 1.0718
C -4.4157 -2.1967 0.3744
C -5.2447 -2.9205 1.0442
C -5.5591 -2.2467 2.1934
C -4.9124 -1.1280 2.1759
H 0.8608 -1.9308 6.2277
H -0.1998 -1.2293 5.0535
H 0.4691 -0.2420 6.2984
H 1.6026 -0.9644 3.6974
H 2.6595 -1.3960 5.0122
H 3.4387 0.7349 4.8066
H 2.1516 0.9818 5.8848
H 2.0204 2.6387 4.3675
H 0.6599 1.6735 4.0459
H 4.4137 1.6434 2.7317
H 3.5429 0.0746 2.4421
H 4.2992 0.7573 0.4150
H 1.1983 -0.3107 -0.7149
H 3.6840 0.6280 -1.7458
H 3.7585 -1.8927 -0.1873
H 5.0049 -0.7871 -0.6811
H 3.8423 -2.8644 -2.4669
H 5.4191 -2.8229 -1.7535
H 4.9960 -1.6461 -2.9293
H 0.7607 -0.8587 1.6931
H -0.0672 0.3344 2.6782
H -0.7940 1.1313 0.2433
H -0.7238 -0.6049 -0.0032
H -2.0262 -0.9658 1.9874
H -2.1434 0.7860 2.2460
H -3.8727 0.9193 0.8423
H -3.1294 -0.1181 -0.3708
H -3.9605 -2.3709 -0.5584
H -5.6075 -3.8701 0.7605
H -6.2129 -2.5941 2.9407
H -4.9614 -0.3745 2.9141
C -2.4213 -0.2785 -5.2098
O -3.1756 -1.0047 -4.5916
N -1.1514 -0.0398 -4.8581
C -0.2875 0.8433 -5.6319
C -0.6388 -0.6892 -3.6665
H -2.7278 0.2527 -6.1245
H 0.5811 0.2864 -5.9890
H 0.0509 1.6711 -5.0045
H -0.8171 1.2565 -6.4943
H -0.7018 -1.7740 -3.7705
H -1.2361 -0.3981 -2.7987
H 0.3950 -0.3967 -3.5145
C 0.0431 2.5079 -9.2225
O -0.2808 2.3705 -8.0512
N 0.6322 1.5667 -9.9629
C 0.9921 1.7893 -11.3530
C 0.9204 0.2775 -9.3549
H -0.1340 3.4460 -9.7714
H 0.4753 1.0722 -11.9916
H 2.0681 1.6683 -11.4839
H 0.7118 2.7947 -11.6545
H -0.0027 -0.1844 -9.0036
H 1.5825 0.4102 -8.4990
H 1.3954 -0.3714 -10.0837
C -1.9827 0.9112 6.1959
O -1.7358 0.3860 5.1193
N -2.1471 0.2497 7.3420
C -2.4418 0.9301 8.5917
C -2.0300 -1.2029 7.3371
H -2.0956 2.0025 6.3034
H -1.6587 0.7238 9.3223
H -3.3959 0.5830 8.9891
H -2.4980 2.0030 8.4289
H -1.0396 -1.4958 6.9917
H -2.7674 -1.6334 6.6604
H -2.1915 -1.5838 8.3404
*
```

Computed properties:
Energy = -118168.1948 eV
Frontier orbital gap = 7.6 eV
F_max = 4.53 eV/A
LUMO energy = -2.36 eV